Record 1
{
  "formula": "C33H53CrN3O6SSe",
  "method": "wB97M-V/def2-TZVPD",
  "symbols": ["Cr", "C", "C", "C", "C", "C", "C", "C", "Se", "C", "C", "C", "C", "C", "C", "O", "C", "C", "C", "C", "C", "C", "C", "C", "C", "O", "C", "C", "C", "C", "C", "C", "H", "H", "H", "H", "H", "H", "H", "H", "H", "H", "H", "H", "H", "H", "H", "H", "H", "H", "H", "H", "H", "H", "H", "H", "H", "H", "H", "H", "H", "H", "H", "H", "H", "H", "H", "H", "H", "H", "H", "H", "O", "S", "O", "O", "O", "C", "N", "C", "C", "N", "N", "C", "C", "H", "H", "H", "H", "H", "H", "H", "H", "H", "H", "H", "H", "H"],
  "coordinates": [[0.134961, -0.139049, -0.019609], [0.868612, 4.526855, 6.019744], [2.108769, 3.664636, 5.779906], [3.305208, 4.603120, 5.560648], [2.357615, 2.830276, 7.045427], [1.931886, 2.742086, 4.574838], [0.778784, 2.698955, 3.800166], [0.659145, 1.825426, 2.728983], [-1.006830, 1.850741, 1.749936], [-1.908451, 0.482475, 2.747905], [-2.695123, 0.850605, 3.825354], [-3.322269, -0.108017, 4.612053], [-3.084546, -1.435891, 4.261812], [-2.296901, -1.859482, 3.197661], [-1.694867, -0.870491, 2.350224], [-1.004213, -1.162827, 1.309484], [-2.125713, -3.384936, 3.027981], [-3.491113, -4.021591, 2.714340], [-1.580164, -3.986024, 4.337952], [-1.156582, -3.805105, 1.917923], [-4.198616, 0.224642, 5.820252], [-3.595111, -0.389684, 7.093824], [-4.318819, 1.733256, 6.038651], [-5.612512, -0.340440, 5.618270], [1.692879, 0.914878, 2.352303], [1.573582, 0.084747, 1.382883], [2.892210, 0.981426, 3.137128], [2.954002, 1.869982, 4.200161], [4.150106, 0.115868, 2.884749], [5.350163, 1.041992, 2.623451], [4.437207, -0.736632, 4.133626], [4.067561, -0.850778, 1.693281], [1.031601, 5.173691, 6.887646], [-0.011524, 3.907009, 6.214105], [0.653110, 5.162306, 5.155362], [3.443217, 5.266800, 6.423865], [3.144058, 5.216641, 4.670062], [4.228796, 4.037677, 5.413426], [2.487481, 3.479395, 7.920316], [3.253646, 2.212082, 6.942155], [1.511061, 2.162516, 7.227513], [-0.066344, 3.343010, 4.012303], [-2.799010, 1.909748, 4.032526], [-3.544942, -2.203842, 4.878605], [-4.222907, -3.823367, 3.502821], [-3.387058, -5.107542, 2.605898], [-3.886378, -3.617210, 1.777633], [-2.248227, -3.816043, 5.186487], [-0.610102, -3.540334, 4.576905], [-1.444171, -5.068169, 4.223547], [-1.441620, -3.421643, 0.941537], [-1.125937, -4.902006, 1.881535], [-0.147956, -3.431144, 2.109969], [-2.583303, -0.006668, 7.254611], [-3.530499, -1.478302, 7.014399], [-4.207307, -0.146376, 7.971689], [-3.339369, 2.186074, 6.217041], [-4.952128, 1.931491, 6.909465], [-4.767670, 2.225039, 5.170194], [-5.589248, -1.427309, 5.504743], [-6.064187, 0.081097, 4.715783], [-6.253576, -0.099494, 6.476350], [3.870888, 1.890210, 4.785128], [5.542103, 1.713581, 3.464752], [5.161090, 1.655061, 1.737747], [6.254016, 0.447451, 2.445765], [4.632694, -0.120367, 5.015471], [5.311065, -1.377388, 3.963391], [3.577525, -1.376773, 4.352643], [3.885634, -0.326135, 0.756087], [3.261935, -1.573770, 1.814031], [5.022268, -1.388044, 1.623974], [0.294936, -0.278989, -3.586908], [0.087422, 0.689800, -2.502589], [-0.103497, 2.048472, -2.981013], [1.250140, 0.616857, -1.518523], [-1.085054, 0.248532, -1.639074], [1.975223, -3.098192, -1.321692], [1.162929, -3.399274, -2.496756], [1.840758, -3.015525, -3.744049], [-0.180363, -3.025141, -2.384808], [-0.644682, -2.539580, -1.309631], [-0.933571, -3.304341, -3.565154], [-1.263710, -4.716438, -3.665875], [-2.092921, -2.439488, -3.733659], [2.953699, -3.562795, -1.455363], [1.498831, -3.496190, -0.427675], [2.106109, -2.019749, -1.180474], [1.938943, -1.929295, -3.824919], [1.272835, -3.371280, -4.599687], [2.827404, -3.483347, -3.750470], [-1.629187, -2.305904, -1.367582], [-0.358164, -5.316472, -3.566062], [-1.712938, -4.915881, -4.643093], [-1.978171, -5.031659, -2.888662], [-1.794569, -1.407938, -3.559072], [-2.920957, -2.700601, -3.053520], [-2.456728, -2.541853, -4.758076]],
  "atomic_forces_ev_per_a": [[-0.094, -0.140, 0.609], [-0.040, 0.010, -0.029], [0.007, -0.001, -0.020], [0.011, 0.021, -0.022], [-0.004, -0.036, 0.024], [-0.072, 0.008, -0.015], [0.077, -0.065, -0.045], [-0.090, 0.048, 0.004], [0.168, 0.133, 0.128], [0.044, 0.028, -0.065], [-0.009, -0.013, -0.037], [-0.009, 0.049, 0.036], [0.031, -0.114, -0.036], [-0.064, -0.076, 0.109], [0.027, 0.130, 0.021], [-0.275, -0.185, 0.106], [0.026, 0.053, -0.035], [-0.011, 0.055, -0.015], [-0.017, 0.010, -0.003], [0.072, 0.035, -0.032], [0.023, -0.018, -0.008], [0.023, -0.018, 0.006], [0.016, 0.050, -0.054], [-0.041, -0.006, 0.006], [-0.010, 0.078, 0.058], [-0.021, -0.071, -0.075], [0.143, -0.016, 0.067], [0.055, -0.023, -0.002], [-0.088, -0.005, -0.018], [0.007, 0.033, -0.027], [-0.038, -0.018, 0.014], [-0.054, 0.032, -0.001], [-0.015, -0.012, -0.016], [0.052, 0.056, -0.012], [0.012, -0.048, 0.075], [-0.004, -0.042, -0.053], [0.022, -0.023, 0.047], [-0.044, 0.031, 0.005], [-0.003, -0.034, -0.037], [-0.062, 0.041, 0.007], [0.053, 0.028, 0.003], [0.035, -0.022, 0.004], [0.014, -0.053, 0.007], [0.006, -0.007, -0.026], [0.029, -0.004, -0.030], [-0.009, 0.042, 0.001], [0.029, -0.038, 0.063], [0.034, -0.016, -0.038], [-0.069, -0.032, -0.012], [-0.007, 0.057, 0.007], [0.015, -0.051, 0.047], [0.014, 0.029, 0.030], [-0.077, -0.024, -0.037], [-0.067, -0.024, 0.000], [0.004, 0.071, 0.007], [0.035, -0.018, -0.052], [-0.069, -0.015, -0.006], [0.022, 0.001, -0.026], [0.039, -0.028, 0.072], [-0.007, 0.058, -0.007], [0.023, -0.028, 0.056], [0.039, -0.025, -0.057], [-0.024, -0.012, -0.022], [-0.002, -0.035, -0.045], [0.025, -0.037, 0.055], [-0.031, 0.029, 0.013], [-0.016, -0.029, -0.033], [-0.042, 0.047, 0.011], [0.068, 0.029, -0.006], [0.005, -0.027, 0.036], [0.044, 0.026, -0.005], [-0.014, 0.025, 0.012], [-0.049, 0.156, 0.152], [-0.051, 0.196, -0.644], [0.052, -0.138, 0.011], [-0.136, -0.061, -0.140], [0.095, 0.004, -0.080], [-0.166, -0.037, -0.049], [-0.067, 0.126, 0.014], [-0.142, -0.101, 0.135], [0.162, -0.020, -0.231], [0.452, 0.024, 0.106], [-0.137, 0.091, 0.086], [0.089, 0.099, -0.120], [0.079, -0.145, 0.046], [0.013, -0.016, 0.016], [-0.007, -0.003, -0.017], [0.005, 0.055, -0.029], [-0.012, 0.000, 0.033], [-0.001, 0.005, 0.000], [0.004, -0.030, 0.015], [-0.015, -0.058, 0.006], [-0.024, 0.027, 0.002], [0.017, 0.001, 0.015], [-0.028, -0.010, 0.018], [0.031, 0.007, -0.011], [-0.007, -0.015, 0.002], [-0.008, -0.014, -0.025]],
  "orbital_gap_ev": [5.1890, 6.0456],
  "multiplicity": 5,
  "charge": -2,
  "lumo_ev": [4.045, 4.044]
}



Record 2
{
  "formula": "C33H53F4N2O10P3S2",
  "method": "wB97M-V/def2-TZVPD",
  "symbols": ["C", "O", "C", "C", "C", "C", "C", "C", "C", "C", "C", "N", "C", "C", "C", "C", "F", "F", "F", "P", "S", "C", "O", "C", "C", "C", "C", "S", "O", "O", "O", "C", "O", "N", "C", "O", "F", "P", "P", "O", "O", "O", "H", "H", "H", "H", "H", "H", "H", "H", "H", "H", "H", "H", "H", "H", "H", "H", "H", "H", "H", "H", "H", "H", "H", "H", "H", "H", "H", "H", "H", "H", "H", "H", "H", "H", "H", "H", "H", "H", "H", "H", "H", "C", "C", "C", "C", "C", "C", "H", "H", "H", "H", "H", "H", "C", "C", "C", "C", "C", "C", "H", "H", "H", "H", "H", "H"],
  "coordinates": [[-6.504639, 0.956255, 2.619548], [-5.790998, 1.242126, 3.803554], [-4.457046, 1.658346, 3.587194], [-4.328193, 3.088012, 3.054758], [-2.966877, 3.368035, 2.388853], [-2.017241, 4.295716, 3.178548], [-1.088191, 5.159405, 2.315461], [0.020809, 4.402393, 1.575695], [-0.467968, 3.571984, 0.384957], [0.641446, 3.072716, -0.545011], [0.073728, 2.027487, -1.509934], [0.082430, 0.711500, -0.844895], [-0.960260, -0.264086, -1.199022], [-2.343795, 0.162180, -0.603921], [-3.638354, 0.172161, -1.439174], [-4.241005, 1.553891, -1.580956], [-3.365948, 2.510963, -1.892399], [-5.203291, 1.570154, -2.500666], [-4.807233, 1.943963, -0.411306], [-0.957567, -0.551691, -3.022636], [-1.615136, 0.795950, -4.259749], [-0.452379, -1.546807, -0.462435], [0.933229, -1.677914, -0.773870], [1.828858, -1.921622, 0.305692], [2.579742, -3.254256, 0.144407], [2.967988, -3.896317, 1.482528], [4.068996, -3.123738, 2.226837], [4.016008, -3.305234, 4.002791], [5.338597, -3.555327, 4.505772], [2.931346, -4.168791, 4.356525], [3.631624, -1.809275, 4.404761], [2.690462, -0.659516, 0.313614], [2.691411, 0.125894, 1.194424], [3.457659, -0.456358, -0.878465], [2.998000, 0.483577, -1.797787], [2.762379, 1.600909, -1.629488], [2.878141, -0.107282, -3.010958], [-0.985360, -3.340911, -0.680336], [-3.114171, -3.744501, -0.519037], [-3.268561, -5.184923, -0.304900], [-3.823953, -3.173810, -1.843778], [-3.615511, -2.810721, 0.686184], [-6.970316, 1.853036, 2.187021], [-5.844620, 0.511671, 1.857834], [-7.291457, 0.238598, 2.868489], [-3.952445, 1.563243, 4.555769], [-3.962108, 0.961596, 2.887863], [-5.135152, 3.262491, 2.334629], [-4.487360, 3.789431, 3.882540], [-3.120771, 3.790054, 1.388306], [-2.459260, 2.404840, 2.231035], [-1.410214, 3.695786, 3.872315], [-2.627538, 4.958654, 3.805420], [-0.617583, 5.904610, 2.969741], [-1.704029, 5.719560, 1.596725], [0.559212, 3.760649, 2.287620], [0.756954, 5.132161, 1.208279], [-1.169198, 4.185503, -0.198873], [-1.021165, 2.706170, 0.769668], [1.068946, 3.910591, -1.104833], [1.457035, 2.618784, 0.037422], [-0.937770, 2.335233, -1.803140], [0.686377, 1.963843, -2.414408], [-0.028113, 0.875948, 0.155631], [-2.518971, -0.472625, 0.269841], [-2.210041, 1.173372, -0.205003], [-4.420182, -0.388221, -0.916375], [-3.554353, -0.256561, -2.438069], [0.360410, -0.982735, -3.225102], [-1.727126, -1.717622, -3.102719], [-0.586047, -1.311786, 0.604087], [1.304473, -1.934519, 1.269667], [3.463660, -3.152765, -0.497330], [1.896375, -3.933757, -0.372131], [3.328210, -4.909969, 1.279723], [2.079551, -3.996107, 2.112595], [4.033531, -2.046701, 2.041648], [5.071970, -3.462332, 1.945791], [4.132985, -1.573675, 5.205568], [3.692516, -1.325977, -1.338735], [-0.864156, -3.466030, -2.073455], [-4.776831, -3.011725, -1.759319], [-4.534923, -2.511267, 0.633548], [-5.296393, 1.788053, -9.491485], [-5.652361, 2.229106, -8.224172], [-4.715745, 2.225301, -7.199483], [-3.422093, 1.783931, -7.442109], [-3.066253, 1.343666, -8.709351], [-4.003469, 1.344172, -9.733606], [-6.026754, 1.790130, -10.290691], [-6.660339, 2.576515, -8.035470], [-4.992537, 2.564273, -6.208978], [-2.695408, 1.781122, -6.640546], [-2.057138, 0.999610, -8.897533], [-3.726360, 0.998431, -10.721472], [8.981903, -4.067019, 3.450400], [8.645288, -3.488897, 4.666812], [9.648841, -3.107396, 5.547683], [10.982222, -3.298573, 5.211728], [11.315489, -3.874975, 3.993639], [10.314367, -4.261333, 3.113071], [8.199744, -4.369903, 2.765050], [7.605196, -3.339460, 4.920778], [9.390468, -2.660677, 6.499556], [11.762772, -2.998861, 5.899496], [12.355134, -4.023952, 3.731097], [10.573772, -4.715256, 2.164922]],
  "atomic_forces_ev_per_a": [[-0.023, 0.055, -0.057], [0.029, -0.109, -0.001], [0.133, 0.055, 0.004], [-0.028, 0.092, 0.028], [0.192, -0.089, -0.003], [-0.125, -0.108, 0.060], [-0.004, -0.043, 0.169], [0.065, 0.101, -0.128], [0.175, 0.144, 0.134], [-0.222, -0.098, 0.258], [0.003, 0.195, -0.084], [-0.331, 0.241, -0.006], [0.039, 0.254, 0.300], [-0.123, -0.053, 0.090], [-0.176, -0.152, 0.054], [0.176, -0.022, 0.260], [0.236, 0.103, -0.148], [-0.338, -0.052, -0.289], [-0.052, -0.046, 0.169], [-0.244, 0.354, -0.375], [0.147, -0.039, 0.140], [0.047, 0.270, -0.161], [-0.036, -0.834, -0.023], [0.193, -0.082, 0.151], [-0.081, 0.009, 0.037], [0.153, -0.009, -0.109], [0.095, 0.111, -0.309], [-0.040, -0.268, 0.046], [-0.319, 0.046, -0.050], [0.268, 0.171, -0.003], [0.092, 0.011, 0.274], [0.290, -0.449, -0.705], [-0.167, 0.947, 1.023], [-0.188, -0.587, -0.433], [0.685, -1.883, 0.189], [-0.006, 2.053, 0.154], [0.135, -0.018, -0.158], [0.348, -0.065, 0.482], [0.086, -0.403, -0.185], [-0.119, 0.259, -0.070], [-0.247, 0.412, 0.221], [-0.142, 0.273, -0.138], [0.098, -0.133, 0.042], [-0.082, 0.042, 0.089], [0.091, 0.132, 0.001], [-0.060, -0.006, -0.152], [-0.105, 0.054, 0.040], [0.119, -0.049, 0.062], [-0.083, -0.088, -0.135], [-0.059, -0.040, 0.165], [-0.111, 0.156, -0.072], [-0.097, 0.119, -0.057], [0.104, -0.028, -0.115], [-0.072, -0.089, -0.098], [0.139, -0.056, 0.046], [-0.047, 0.054, -0.107], [-0.113, -0.105, 0.048], [-0.004, -0.222, 0.063], [-0.034, 0.151, -0.137], [-0.017, -0.121, 0.055], [-0.181, 0.182, -0.154], [0.082, -0.058, -0.041], [-0.301, 0.047, 0.136], [0.166, -0.019, -0.029], [0.002, 0.041, -0.052], [0.069, -0.145, -0.086], [0.099, -0.058, -0.102], [0.107, 0.102, 0.058], [-0.007, -0.143, 0.034], [0.121, -0.212, 0.095], [0.078, -0.117, -0.055], [-0.078, 0.045, -0.174], [-0.089, 0.000, 0.026], [0.073, 0.077, 0.025], [-0.123, 0.111, 0.131], [0.118, 0.040, -0.066], [-0.045, -0.130, 0.094], [-0.184, 0.028, 0.040], [-0.098, -0.006, -0.189], [-0.256, -0.004, -0.097], [-0.172, 0.016, -0.088], [0.162, -0.203, -0.205], [0.166, -0.119, 0.164], [0.003, -0.002, 0.002], [0.000, -0.003, 0.002], [-0.004, -0.005, -0.001], [-0.019, 0.023, 0.015], [0.001, 0.001, -0.002], [-0.002, 0.000, 0.003], [0.002, 0.000, 0.001], [0.001, -0.004, 0.000], [0.004, 0.005, -0.003], [0.001, -0.013, -0.042], [-0.003, -0.002, 0.002], [0.001, 0.005, 0.000], [-0.010, 0.002, -0.011], [0.045, 0.026, 0.020], [0.003, 0.004, -0.014], [-0.001, -0.003, -0.003], [0.000, 0.000, 0.004], [-0.003, 0.001, 0.001], [0.000, -0.006, 0.007], [0.029, -0.029, 0.010], [0.002, 0.003, -0.003], [-0.002, -0.002, 0.000], [-0.002, -0.003, 0.002], [-0.001, 0.004, 0.000]],
  "orbital_gap_ev": 8.6080,
  "charge": 0,
  "smiles": "COCCCCCCCCCN[C@@](CCC(F)(F)F)([PH2]=S)[C@H](O[C@@H](CCCS(=O)(=O)O)C(=O)NC(=O)F)PP(=O)(O)O.c1ccccc1.c1ccccc1",
  "lumo_ev": -0.407
}



In the order shown, the computed calculated total energy values come out to -5749.24770 -4371.11635 Eh.